Record 1
This record from OMol25 describes a structure of composition C17H50CuO10S8. The level of theory is ωB97M-V/def2-TZVPD.

HOMO (alpha / beta)   -13.403 / -13.380 eV
Total energy   -170213.901 eV
E_LUMO (alpha / beta)   -0.1398 / -0.2279 hartree
Orbital gap (alpha / beta)   9.597 / 7.179 eV
⟨S²⟩   0.75
Relative energy (zero: lowest compared OMol25 entry of this formula, charge and spin)   98.7 kcal/mol

The geometry in ORCA input format:
```
! wB97M-V def2-TZVPD RIJCOSX def2/J DEFGRID3
* xyz 2 2
Cu -0.334 -0.476 -0.037
O 1.548 2.345 3.042
S 2.227 1.798 1.868
O 1.562 0.843 1.044
O 2.859 2.944 0.835
C 3.238 4.151 1.473
C 3.198 5.301 0.494
C 3.734 0.946 2.519
H 4.236 4.120 1.910
H 2.638 4.503 2.311
H 2.126 5.420 0.337
H 3.843 5.056 -0.350
H 3.658 6.159 0.986
H 3.214 0.156 3.060
H 4.275 1.593 3.210
H 4.380 0.621 1.703
C -4.831 -0.988 1.762
S -4.263 -0.643 -0.040
O -2.737 -0.475 0.047
C -4.606 -2.302 -0.743
H -4.943 -0.035 2.279
H -4.213 -1.597 2.421
H -5.829 -1.402 1.617
H -5.693 -2.362 -0.806
H -4.222 -3.115 -0.127
H -4.066 -2.446 -1.679
C -1.782 -4.963 1.051
S -0.604 -3.964 0.029
O -1.090 -2.552 0.187
C 0.954 -4.226 1.083
H -1.606 -6.039 1.046
H -2.790 -4.687 0.742
H -1.731 -4.556 2.061
H 1.616 -3.376 0.918
H 1.606 -5.099 1.081
H 0.640 -4.107 2.120
C 1.367 -3.345 -2.520
S 2.266 -1.806 -2.022
O 1.513 -1.317 -0.728
C 3.854 -2.591 -1.453
H 1.605 -4.237 -1.940
H 1.533 -3.654 -3.553
H 0.317 -3.067 -2.612
H 3.484 -3.362 -0.777
H 4.556 -1.880 -1.018
H 4.299 -3.146 -2.278
C 2.492 1.491 -2.936
S 1.419 2.238 -1.694
O 0.330 1.231 -1.274
C 0.575 3.459 -2.828
H 2.893 2.249 -3.608
H 1.983 0.827 -3.635
H 3.385 1.046 -2.497
H 1.317 4.245 -2.966
H -0.343 3.943 -2.494
H 0.369 2.988 -3.789
C -0.849 -1.414 -4.574
S -1.974 -1.106 -3.106
O -0.881 -0.866 -2.082
C -2.428 0.672 -3.680
H -1.348 -1.274 -5.532
H -0.543 -2.447 -4.736
H 0.186 -1.145 -4.362
H -3.047 0.833 -4.562
H -1.559 1.315 -3.822
H -3.062 1.130 -2.921
C -0.521 0.393 4.574
S -1.060 -0.967 3.493
O -0.237 -0.886 2.193
C -0.373 -2.380 4.519
H 0.429 0.207 5.076
H -1.303 0.373 5.334
H -0.681 1.281 3.963
H 0.646 -2.318 4.138
H -0.393 -3.455 4.338
H -0.416 -2.130 5.579
C -2.467 2.777 -0.644
S -1.967 2.532 1.091
O -0.935 1.385 1.080
C -0.829 4.000 1.147
H -1.692 2.736 -1.410
H -2.832 3.795 -0.504
H -3.309 2.158 -0.953
H -0.424 4.013 0.135
H -0.140 4.048 1.990
H -1.418 4.880 1.405
*
```


Record 2
This record from OMol25 describes a cluster of 5 separate species, C17H51BN5O6P in total. The level of theory is ωB97M-V/def2-TZVPD.

SMILES   COC[C@@H](C)N.COC[C@@H](C)N.COC[C@@H](C)N.COC[C@@H](C)N.CBP(=N)(O)O
HOMO   -8.616 eV
Total energy   -48153.402 eV
E_LUMO   -0.0198 hartree
Orbital gap   8.077 eV

The geometry in ORCA input format:
```
! wB97M-V def2-TZVPD RIJCOSX def2/J DEFGRID3
* xyz 0 1
C 1.350 0.453 -1.857
B 0.004 -0.382 -1.309
P -1.748 0.322 -1.599
N -2.597 0.356 -0.221
O -2.596 -0.730 -2.706
O -1.582 1.953 -2.182
H 1.774 0.008 -2.858
H 2.180 0.542 -1.022
H 1.021 1.575 -2.097
H 0.199 -1.394 -0.744
H -3.465 -0.240 -0.316
H -2.780 -0.297 -3.591
H -1.686 2.592 -1.391
C 3.553 4.088 -3.725
C 2.181 4.551 -3.245
C 2.077 6.081 -3.048
O 2.723 6.573 -1.871
C 4.131 6.716 -1.991
N 1.836 3.826 -2.012
H 4.298 4.061 -2.926
H 3.490 3.068 -4.125
H 3.930 4.732 -4.526
H 1.457 4.271 -4.020
H 1.016 6.333 -2.927
H 2.423 6.625 -3.935
H 4.431 7.028 -2.996
H 4.624 5.781 -1.716
H 4.459 7.478 -1.279
H 0.876 4.059 -1.755
H 2.395 4.231 -1.255
C -4.098 6.946 -0.262
C -2.680 7.173 -0.776
C -2.477 6.737 -2.246
O -2.387 5.322 -2.437
C -3.637 4.650 -2.443
N -1.731 6.497 0.121
H -4.298 5.903 -0.006
H -4.267 7.528 0.653
H -4.843 7.268 -0.997
H -2.489 8.252 -0.726
H -1.516 7.141 -2.587
H -3.242 7.167 -2.903
H -4.428 5.251 -2.900
H -3.910 4.366 -1.425
H -3.526 3.727 -3.019
H -0.782 6.740 -0.165
H -1.793 5.493 -0.072
C 3.666 -4.483 2.697
C 3.082 -5.030 1.398
C 2.502 -3.936 0.471
O 1.239 -3.410 0.891
C 1.321 -2.445 1.929
N 2.074 -6.051 1.719
H 2.902 -4.228 3.435
H 4.312 -5.235 3.167
H 4.277 -3.593 2.513
H 3.901 -5.516 0.855
H 2.319 -4.389 -0.511
H 3.221 -3.125 0.306
H 2.214 -1.818 1.841
H 1.294 -2.940 2.901
H 0.439 -1.801 1.867
H 1.764 -6.488 0.850
H 1.239 -5.561 2.055
C -1.526 -9.065 4.517
C -0.665 -7.956 3.921
C -1.328 -6.560 3.974
O -2.365 -6.359 3.009
C -3.614 -6.932 3.362
N -0.296 -8.323 2.546
H -2.326 -9.392 3.846
H -0.913 -9.951 4.723
H -1.979 -8.751 5.463
H 0.253 -7.905 4.519
H -0.559 -5.814 3.739
H -1.689 -6.324 4.982
H -3.802 -6.884 4.439
H -3.663 -7.964 3.009
H -4.403 -6.375 2.847
H 0.366 -7.632 2.190
H -1.126 -8.187 1.961
*
```


Record 3
This record from OMol25 describes a cluster of 10 separate species, C17H51F6NO9P in total. The level of theory is ωB97M-V/def2-TZVPD.

HOMO   -6.756 eV
Total energy   -63971.675 eV
E_LUMO   0.0745 hartree
Orbital gap   8.785 eV

The geometry in ORCA input format:
```
! wB97M-V def2-TZVPD RIJCOSX def2/J DEFGRID3
* xyz -1 1
P -13.796 -20.717 -24.442
F -15.046 -21.005 -25.381
F -12.937 -21.860 -25.173
F -13.335 -19.587 -25.473
F -12.480 -20.393 -23.599
F -14.665 -19.551 -23.664
F -14.044 -21.785 -23.217
C -16.171 -17.155 -19.195
C -15.295 -18.030 -18.255
O -14.315 -17.397 -17.673
H -17.115 -17.626 -19.468
H -15.528 -16.722 -19.962
H -16.399 -16.255 -18.623
H -14.693 -18.776 -18.774
H -15.963 -18.540 -17.560
H -14.710 -16.725 -17.113
C -19.171 -23.882 -19.136
C -19.511 -25.046 -18.274
O -18.594 -25.162 -17.245
H -19.916 -23.775 -19.924
H -18.236 -24.075 -19.663
H -18.988 -23.024 -18.489
H -19.626 -25.985 -18.815
H -20.494 -24.812 -17.865
H -18.856 -25.868 -16.650
C -13.236 -13.232 -22.924
C -13.980 -12.206 -23.817
O -13.794 -12.507 -25.178
H -13.484 -14.234 -23.273
H -13.595 -13.042 -21.913
H -12.151 -13.164 -23.013
H -13.692 -11.192 -23.539
H -14.989 -12.211 -23.405
H -12.854 -12.612 -25.339
C -7.466 -18.925 -27.278
C -6.037 -19.356 -27.385
O -5.609 -20.104 -26.227
H -7.976 -18.483 -28.135
H -7.437 -18.153 -26.510
H -8.138 -19.661 -26.837
H -5.374 -18.525 -27.626
H -6.098 -20.010 -28.255
H -6.139 -20.904 -26.255
O -9.217 -22.667 -22.269
H -8.708 -22.918 -23.040
H -10.027 -22.302 -22.623
O -10.873 -25.509 -27.835
H -11.090 -24.693 -27.385
H -10.913 -25.288 -28.766
O -17.894 -23.182 -28.594
H -17.345 -22.802 -27.908
H -17.332 -23.828 -29.022
O -10.184 -16.407 -20.021
H -10.722 -16.880 -19.386
H -10.661 -16.487 -20.846
C -15.622 -32.663 -25.815
C -16.880 -31.757 -25.969
C -17.779 -32.092 -24.774
C -17.458 -31.410 -23.423
C -17.208 -29.942 -23.646
C -16.203 -29.583 -24.708
N -16.519 -30.317 -25.956
O -15.854 -29.846 -27.068
C -16.189 -28.036 -24.894
C -14.757 -29.834 -24.100
C -17.704 -32.078 -27.220
H -15.799 -33.662 -26.215
H -15.304 -32.731 -24.775
H -14.758 -32.291 -26.366
H -18.830 -31.933 -25.014
H -17.658 -33.170 -24.667
H -16.537 -31.829 -23.018
H -18.268 -31.564 -22.710
H -16.845 -29.620 -22.669
H -18.158 -29.440 -23.831
H -17.067 -27.681 -25.433
H -16.196 -27.438 -23.983
H -15.278 -27.817 -25.451
H -14.500 -28.992 -23.456
H -14.758 -30.842 -23.685
H -13.993 -29.929 -24.871
H -18.579 -31.432 -27.292
H -18.026 -33.118 -27.178
H -17.135 -31.927 -28.137
H -14.953 -30.118 -26.879
*
```


Repeat the second record exactly.
This record from OMol25 describes a cluster of 5 separate species, C17H51BN5O6P in total. The level of theory is ωB97M-V/def2-TZVPD.

SMILES   COC[C@@H](C)N.COC[C@@H](C)N.COC[C@@H](C)N.COC[C@@H](C)N.CBP(=N)(O)O
HOMO   -8.616 eV
Total energy   -48153.402 eV
E_LUMO   -0.0198 hartree
Orbital gap   8.077 eV

The geometry in ORCA input format:
```
! wB97M-V def2-TZVPD RIJCOSX def2/J DEFGRID3
* xyz 0 1
C 1.350 0.453 -1.857
B 0.004 -0.382 -1.309
P -1.748 0.322 -1.599
N -2.597 0.356 -0.221
O -2.596 -0.730 -2.706
O -1.582 1.953 -2.182
H 1.774 0.008 -2.858
H 2.180 0.542 -1.022
H 1.021 1.575 -2.097
H 0.199 -1.394 -0.744
H -3.465 -0.240 -0.316
H -2.780 -0.297 -3.591
H -1.686 2.592 -1.391
C 3.553 4.088 -3.725
C 2.181 4.551 -3.245
C 2.077 6.081 -3.048
O 2.723 6.573 -1.871
C 4.131 6.716 -1.991
N 1.836 3.826 -2.012
H 4.298 4.061 -2.926
H 3.490 3.068 -4.125
H 3.930 4.732 -4.526
H 1.457 4.271 -4.020
H 1.016 6.333 -2.927
H 2.423 6.625 -3.935
H 4.431 7.028 -2.996
H 4.624 5.781 -1.716
H 4.459 7.478 -1.279
H 0.876 4.059 -1.755
H 2.395 4.231 -1.255
C -4.098 6.946 -0.262
C -2.680 7.173 -0.776
C -2.477 6.737 -2.246
O -2.387 5.322 -2.437
C -3.637 4.650 -2.443
N -1.731 6.497 0.121
H -4.298 5.903 -0.006
H -4.267 7.528 0.653
H -4.843 7.268 -0.997
H -2.489 8.252 -0.726
H -1.516 7.141 -2.587
H -3.242 7.167 -2.903
H -4.428 5.251 -2.900
H -3.910 4.366 -1.425
H -3.526 3.727 -3.019
H -0.782 6.740 -0.165
H -1.793 5.493 -0.072
C 3.666 -4.483 2.697
C 3.082 -5.030 1.398
C 2.502 -3.936 0.471
O 1.239 -3.410 0.891
C 1.321 -2.445 1.929
N 2.074 -6.051 1.719
H 2.902 -4.228 3.435
H 4.312 -5.235 3.167
H 4.277 -3.593 2.513
H 3.901 -5.516 0.855
H 2.319 -4.389 -0.511
H 3.221 -3.125 0.306
H 2.214 -1.818 1.841
H 1.294 -2.940 2.901
H 0.439 -1.801 1.867
H 1.764 -6.488 0.850
H 1.239 -5.561 2.055
C -1.526 -9.065 4.517
C -0.665 -7.956 3.921
C -1.328 -6.560 3.974
O -2.365 -6.359 3.009
C -3.614 -6.932 3.362
N -0.296 -8.323 2.546
H -2.326 -9.392 3.846
H -0.913 -9.951 4.723
H -1.979 -8.751 5.463
H 0.253 -7.905 4.519
H -0.559 -5.814 3.739
H -1.689 -6.324 4.982
H -3.802 -6.884 4.439
H -3.663 -7.964 3.009
H -4.403 -6.375 2.847
H 0.366 -7.632 2.190
H -1.126 -8.187 1.961
*
```


Question: Look up the total energy of the third one.
Answer: -63971.675 eV